146
Properties=species:S:1:pos:R:3:forces:R:3:lowdin_charge:R:1 method="wB97M-V/def2-TZVPD" spin_multiplicity=1 charge=0 lumo_energy_ev=0.50
C 3.3628 2.3971 1.3874 0.22 -0.98 -0.72 -0.26
C 4.8577 2.2405 1.4632 0.74 0.14 -0.37 -0.25
O 5.4059 2.6944 2.7037 0.12 -1.33 -0.52 -0.05
O 3.0077 3.7638 1.2965 -0.35 -0.32 0.65 -0.06
H 2.9573 1.9198 2.2756 -0.35 0.38 0.34 0.11
H 2.9689 1.7533 0.5530 0.24 0.86 0.41 0.12
H 5.3520 2.7249 0.5894 -0.28 0.09 0.49 0.13
H 5.1396 1.1987 1.3725 -0.08 -0.40 0.19 0.11
H 5.2394 3.6155 2.7646 -0.32 1.37 0.09 0.06
H 2.9552 3.9747 0.3632 0.03 0.16 -0.54 0.03
C -3.0749 -0.2332 3.5014 -0.89 -1.51 0.07 -0.29
C -3.3719 0.0406 4.9350 0.20 -0.08 0.60 -0.19
O -2.4855 1.1771 5.2092 -1.13 -0.89 -0.19 -0.09
O -4.0591 -1.0546 2.9119 -0.49 0.44 0.19 -0.08
H -2.1010 -0.7295 3.5204 0.28 0.50 -0.81 0.12
H -3.1748 0.7274 3.0473 0.81 0.78 -0.81 0.11
H -3.1139 -0.8421 5.5419 0.07 0.43 0.09 0.11
H -4.4541 0.2068 5.0677 0.44 0.57 0.12 0.13
H -2.3558 1.2217 6.1487 0.17 0.18 0.65 0.08
H -3.6852 -1.8855 2.5726 0.36 -0.08 0.25 0.02
C -3.7707 0.3550 -4.1171 -0.38 -0.64 -0.32 -0.26
C -3.6052 -0.4933 -5.4067 -2.31 -1.79 1.73 -0.21
O -4.6744 -0.1815 -6.3215 -0.02 -0.23 0.25 -0.09
O -2.6055 0.1924 -3.3387 0.18 0.01 -0.48 -0.08
H -4.6569 0.0732 -3.4916 0.37 -0.20 -0.72 0.12
H -3.9704 1.3856 -4.4103 0.34 0.13 -0.17 0.09
H -3.7514 -1.6002 -5.1321 0.62 1.38 -0.21 0.13
H -2.6145 -0.4015 -5.8207 0.06 0.46 -0.48 0.11
H -5.4888 -0.6308 -6.0003 1.01 0.50 -0.32 0.10
H -2.7072 0.7810 -2.5967 0.15 0.46 0.76 0.04
C -3.2510 3.6462 -3.1350 -0.96 0.41 -1.67 -0.25
C -3.0598 3.8006 -1.6771 -0.84 -0.20 1.40 -0.22
O -3.1860 2.4577 -1.1394 0.27 0.36 0.57 -0.08
O -3.1409 4.8490 -3.9126 0.77 -0.38 0.62 -0.05
H -4.2273 3.1711 -3.3310 0.30 0.09 0.17 0.13
H -2.4914 3.0154 -3.5517 0.47 -0.60 -0.03 0.11
H -3.7871 4.4956 -1.2323 -0.31 -0.36 -0.13 0.13
H -2.1310 4.2607 -1.4449 1.29 0.06 0.12 0.10
H -3.0031 2.4073 -0.1723 -0.15 0.37 -1.13 0.10
H -3.9804 5.2812 -3.9866 -0.70 0.26 0.09 0.07
C 5.1666 -2.9200 -1.1879 -0.88 0.58 0.20 -0.20
C 4.4553 -2.2267 -0.0248 2.21 1.35 -0.12 -0.26
O 3.2073 -2.7230 0.2932 -0.49 0.27 0.70 -0.09
O 5.8729 -1.9194 -1.9444 -1.42 0.50 0.72 -0.06
H 4.4145 -3.4638 -1.7592 0.01 0.06 -0.40 0.12
H 5.8770 -3.5926 -0.8057 0.92 -1.21 0.41 0.10
H 4.3768 -1.1993 -0.3877 -0.18 0.36 0.08 0.11
H 5.1808 -2.1574 0.8516 -0.95 -0.32 -0.67 0.14
H 2.8555 -2.0534 0.9466 -0.30 -1.04 -0.14 0.07
H 6.5280 -2.3465 -2.4639 0.84 -0.58 -0.70 0.07
C 0.9390 4.3244 -2.9713 1.64 -0.53 -0.20 -0.04
C 2.0599 5.0632 -2.2057 -2.36 -0.09 1.86 -0.44
C 1.4839 5.9987 -1.0734 0.91 -0.35 -1.50 -0.03
O 2.8590 4.0846 -1.5512 1.19 -0.32 -0.91 -0.09
H 1.4523 3.7824 -3.7777 -0.14 0.01 -0.05 0.06
H 0.2034 4.9340 -3.4677 -0.48 0.34 0.26 0.08
H 0.5669 3.5336 -2.3273 -0.61 0.16 0.17 0.08
H 2.6221 5.6097 -2.9084 0.96 0.92 -0.70 0.12
H 0.9052 6.7676 -1.5891 -0.31 -0.08 0.29 0.08
H 2.2829 6.5180 -0.5286 -0.09 -0.32 -0.08 0.08
H 0.8864 5.4042 -0.3858 -0.13 0.09 0.01 0.06
H 3.4691 3.7059 -2.2307 -0.69 0.35 1.05 0.08
C -0.6164 -4.0267 2.7064 -0.32 0.17 1.24 -0.03
C -2.1145 -4.1311 3.0962 1.09 1.80 0.58 -0.40
C -2.4015 -3.6993 4.5608 0.40 -1.15 -0.83 -0.03
O -2.8118 -3.2232 2.2342 0.01 -0.93 -0.54 -0.12
H -0.4814 -4.2624 1.6845 -0.05 -0.07 -1.37 0.05
H 0.0072 -4.7598 3.2027 0.07 -0.17 0.52 0.08
H -0.1758 -3.0238 2.8874 -0.48 -0.48 -0.03 0.08
H -2.5010 -5.1366 2.9629 0.03 -0.26 -0.10 0.14
H -1.7934 -4.3338 5.2070 -0.05 0.06 0.15 0.08
H -3.4366 -3.8858 4.7698 -0.64 -0.19 0.20 0.07
H -2.2276 -2.6692 4.8207 0.45 0.45 -0.37 0.04
H -2.7876 -3.6006 1.3228 -0.12 0.40 0.34 0.07
C -5.1408 -2.7781 0.2486 0.21 -3.11 -1.79 -0.01
C -4.3378 -3.4017 -0.9769 -0.96 -1.03 0.36 -0.41
C -3.8793 -2.4690 -2.0754 2.22 0.08 1.26 -0.06
O -3.2047 -4.0804 -0.3813 0.55 0.28 -0.67 -0.10
H -5.0631 -3.5494 1.0508 -0.37 0.65 -0.50 0.09
H -6.1840 -2.6719 -0.0645 0.19 0.35 0.30 0.08
H -4.6743 -1.9026 0.5903 0.37 1.38 0.31 0.04
H -4.8963 -4.2430 -1.5226 0.06 1.16 1.03 0.15
H -3.2584 -1.6080 -1.6934 -1.00 -0.78 -0.46 0.08
H -4.6461 -2.1835 -2.7315 -1.30 0.78 -0.57 0.05
H -3.2061 -3.0460 -2.7181 0.16 0.00 -0.04 0.08
H -2.5712 -4.2695 -1.1050 -0.36 0.07 0.75 0.06
C 2.2613 0.7327 -5.1083 2.40 -1.48 -0.21 -0.04
C 3.6120 0.5344 -4.3253 -1.47 -0.95 0.79 -0.43
C 4.0286 1.8176 -3.5994 -0.83 -0.26 -0.58 -0.05
O 3.3189 -0.5175 -3.3587 0.41 0.57 -0.50 -0.08
H 1.8056 -0.2721 -5.3031 0.68 0.85 -0.29 0.09
H 2.6494 1.2492 -6.0085 -1.29 -0.03 0.16 0.09
H 1.5552 1.2304 -4.4901 -0.52 0.98 0.26 0.05
H 4.3875 0.1950 -5.0303 -0.13 0.05 0.24 0.13
H 4.4473 2.5100 -4.3265 -0.04 0.32 0.04 0.09
H 4.7407 1.6523 -2.8142 0.59 -0.31 0.30 0.08
H 3.1225 2.2220 -3.1264 0.22 -0.08 -0.27 0.05
H 4.1450 -0.8118 -2.9521 0.11 0.00 0.03 0.05
C -0.5821 4.1131 2.1173 -0.76 0.31 -1.95 -0.07
C -0.2671 3.4304 3.3660 0.13 -1.04 2.51 -0.45
C -1.0560 3.8833 4.6401 1.29 1.14 -0.05 -0.04
O -0.4177 1.9862 3.2781 -0.23 0.77 -0.32 -0.09
H 0.0243 3.6800 1.3080 -0.03 0.25 0.13 0.07
H -0.3385 5.1608 2.2186 0.24 0.36 -0.09 0.09
H -1.6347 4.0811 1.7750 0.22 -0.22 0.47 0.09
H 0.8110 3.5144 3.5304 -0.06 0.51 0.16 0.14
H -0.5259 3.4360 5.5044 -0.75 -0.15 -0.33 0.09
H -2.1083 3.6154 4.5536 0.10 -0.24 0.20 0.07
H -1.0180 4.9871 4.8792 0.09 -0.97 -0.75 0.09
H -1.1335 1.7238 3.8636 -0.34 -0.28 0.23 0.04
C 1.0374 -3.5713 -2.5766 1.64 0.66 -1.11 -0.07
C 0.6795 -4.2991 -1.3372 0.06 -0.47 -0.57 -0.51
C -0.3176 -5.3699 -1.7019 0.28 -0.94 0.49 -0.06
O 1.8263 -5.0128 -0.8508 -0.37 0.55 0.22 -0.05
H 1.7225 -2.7233 -2.3557 -0.14 -0.59 -0.32 0.07
H 0.1910 -3.1391 -3.0850 -0.55 0.15 -0.12 0.07
H 1.5155 -4.3066 -3.2790 -0.23 0.80 0.53 0.11
H 0.3320 -3.5744 -0.5994 -0.28 -0.17 0.34 0.13
H -1.2304 -5.1226 -2.2280 -0.16 0.67 -0.07 0.06
H -0.5573 -5.8871 -0.7882 -0.39 -0.51 0.29 0.08
H 0.1888 -6.0860 -2.3613 0.03 0.09 0.18 0.09
H 2.4040 -4.3221 -0.4874 0.09 -0.13 0.16 0.05
C 1.5151 -0.6150 4.6265 -1.14 0.96 -0.58 -0.06
C 2.5502 -1.0664 3.6379 0.43 -0.74 -0.42 -0.46
C 3.2267 -2.3364 4.1818 2.28 0.56 0.97 -0.06
O 1.9748 -1.3242 2.3221 0.20 -0.12 0.58 -0.10
H 0.6846 -1.3049 4.5217 -0.30 -0.31 0.52 0.07
H 1.1168 0.3486 4.2724 0.06 -0.11 0.26 0.07
H 1.8339 -0.4867 5.6733 0.09 -0.31 -0.53 0.09
H 3.2911 -0.2674 3.5638 0.25 -0.09 -0.25 0.13
H 2.6368 -3.2491 4.1903 -0.47 0.23 0.04 0.07
H 3.5085 -2.0314 5.2602 -0.43 -0.83 -1.49 0.10
H 4.2285 -2.6391 3.7168 -1.39 0.70 0.21 0.09
H 1.3146 -0.6574 2.0045 0.54 0.20 0.50 0.06
C 0.9111 -0.1079 -0.9294 -0.77 -0.39 0.19 -0.03
C -0.1749 0.4767 -0.0512 1.50 0.63 1.72 -0.41
C -1.3700 -0.3584 0.2947 0.25 -1.27 -0.05 -0.02
O 0.5612 0.7348 1.1961 0.08 -0.41 -1.54 -0.10
H 1.3828 -0.9990 -0.5062 -0.48 -0.20 0.04 0.07
H 1.7427 0.5707 -1.0465 -0.07 0.53 -0.33 0.07
H 0.4177 -0.3363 -1.8550 0.34 -0.31 -0.90 0.08
H -0.5386 1.4254 -0.4850 0.30 -0.05 0.13 0.13
H -1.0755 -1.3205 0.7714 -0.08 0.53 -0.28 0.10
H -1.8972 -0.5953 -0.6160 -0.38 -0.15 -0.32 0.05
H -2.0559 0.1301 0.9814 0.01 0.25 0.03 0.07
H 0.0660 1.3247 1.7496 -0.64 0.48 1.03 0.02